A molecular structure, C17H26O7Tl. Source: the OMol25 dataset; level of theory: ωB97M-V with the def2-TZVPD basis set.

Geometry as XYZ:
```
51
Properties=species:S:1:pos:R:3:forces:R:3
Tl -0.35176 0.59569 -0.91201 -3.3 -1.9 -1.3
C 1.19020 2.72606 0.56019 -0.1 0.5 0.2
C 2.23185 1.64161 0.47238 0.3 0.3 0.9
O 1.51426 0.57664 -0.15413 7.0 -0.4 -1.0
C 2.16414 0.00367 -1.27977 1.3 -0.5 -0.4
C 2.12693 0.96630 -2.45492 1.3 0.3 0.2
O 0.81898 1.52965 -2.51695 1.8 0.2 -1.5
C 0.11674 1.13439 -3.69003 -0.3 0.1 -1.0
C -1.21950 1.81943 -3.56470 -0.1 0.1 -0.5
O -1.58735 1.62594 -2.20706 -2.2 2.2 -1.9
C -1.30349 2.76896 -1.35318 -1.2 2.3 0.5
C -1.20035 2.47218 0.18105 -1.1 4.8 2.1
O 0.01929 1.95622 0.76065 -0.7 5.7 0.4
H 1.16076 3.29892 -0.36822 -0.1 0.1 -0.1
H 1.36352 3.40623 1.39838 0.0 0.0 -0.1
H 2.51604 1.29441 1.47104 -0.1 -0.1 -0.2
H 3.13280 1.96346 -0.05834 -0.2 -0.2 -0.1
H 1.59788 -0.89803 -1.53592 0.1 -0.1 0.1
H 3.18615 -0.30074 -1.03035 -0.1 0.0 -0.2
H 2.42263 0.46557 -3.38418 -0.2 0.1 0.2
H 2.81974 1.79763 -2.29348 -0.1 -0.1 -0.1
H -0.00534 0.04538 -3.67961 0.0 0.0 -0.1
H 0.64139 1.44416 -4.59941 0.1 -0.1 0.2
H -1.95988 1.34712 -4.21673 0.0 0.1 0.2
H -1.16584 2.88535 -3.81331 0.0 -0.1 0.1
H -2.16083 3.43966 -1.49061 0.1 0.0 0.3
H -0.42501 3.31664 -1.70216 0.0 -0.2 -0.2
H -1.98130 1.74983 0.44137 0.3 1.1 0.3
H -1.42102 3.40164 0.71948 0.3 0.6 -0.5
C 0.17662 -1.56912 5.73973 0.4 1.5 0.4
O -0.18457 -2.56282 4.85341 -0.6 -2.1 -1.0
C -0.35516 -2.41006 3.51412 0.5 2.2 0.3
C -0.72141 -3.51901 2.76539 -0.4 -1.2 -1.0
C -0.91116 -3.42486 1.38789 0.3 0.4 1.5
C -0.74370 -2.20909 0.68136 -0.8 -3.4 -0.6
C -0.97604 -2.21417 -0.82728 -1.7 -15.0 11.8
C -1.37474 -3.42104 -1.64284 -0.3 -1.2 -0.1
O -0.83870 -1.26580 -1.33460 1.7 11.6 -12.1
C -0.36496 -1.07834 1.47932 -1.2 -5.7 1.5
O -0.21021 -0.03352 0.94289 0.7 1.5 3.1
C -0.17709 -1.18345 2.86082 0.0 -1.4 1.6
H 0.23574 -1.99839 6.76080 -0.1 0.1 -0.8
H -0.58404 -0.75946 5.73952 0.5 -0.2 0.1
H 1.17285 -1.15792 5.47028 -0.5 0.0 0.2
H -0.86262 -4.47402 3.25729 0.0 0.1 0.0
H -1.19224 -4.34450 0.91474 -0.1 -0.2 -0.4
H -1.50256 -4.36058 -1.08644 0.1 0.5 -0.1
H -0.60376 -3.61352 -2.41740 -0.4 0.3 0.4
H -2.34032 -3.21968 -2.15128 0.6 0.1 0.2
H 0.10830 -0.30570 3.42410 0.0 0.1 -0.2
H -1.99187 0.65106 -0.03131 -1.2 -2.6 -1.5
```
Positions in Å, forces in eV/Å.

The strongest force on any atom comes out at 19.18 eV/Å. The HOMO energy is -9.348 eV. The charge is +1. The calculation puts the HOMO-LUMO gap at 6.78 eV. The value obtained for the total energy is -37054.482 eV. The LUMO energy comes out at -0.0942 Eh.